Entry 1:
{
  "formula": "C2HCuFO2",
  "method": "ωB97M-V/def2-TZVPD",
  "species": ["C", "C", "O", "O", "Cu", "H", "F"],
  "positions_angstrom": [[1.850, 0.211, -0.032], [1.666, -1.154, -0.006], [1.787, -2.304, -0.015], [0.924, 1.089, 0.019], [3.748, 0.855, -0.039], [-1.298, -0.057, 0.133], [-1.349, -1.042, 0.072]],
  "nbo_charge": [-0.182, 0.695, -0.254, -0.201, 0.935, 0.567, -0.561],
  "s_squared": 2.02,
  "multiplicity": 3,
  "e_tot_ev": -53530.268,
  "total_charge": 1,
  "de_lowest_kj_mol": 0.0
}

***

Entry 2:
{
  "formula": "C2HDyO3",
  "method": "ωB97M-V/def2-TZVPD",
  "species": ["O", "H", "O", "O", "C", "C", "Dy"],
  "positions_angstrom": [[1.939, -1.123, -1.320], [1.971, -2.031, -0.963], [-1.230, 0.435, 1.198], [-0.664, 1.116, 0.119], [1.047, -0.394, -0.826], [0.208, 0.435, -0.474], [-3.271, 1.561, 2.266]],
  "lowdin_spin": [0.244, -0.001, 0.715, 0.252, 0.250, 0.396, 4.145],
  "s_squared": 12.95,
  "multiplicity": 7,
  "e_tot_ev": -32272.888,
  "total_charge": 3
}

***

Entry 3:
{
  "formula": "C2HErO3",
  "method": "ωB97M-V/def2-TZVPD",
  "species": ["C", "O", "C", "O", "O", "Er", "H"],
  "positions_angstrom": [[-1.165, 1.294, -0.069], [-0.031, 0.693, -0.070], [0.132, -0.894, 0.025], [-0.879, -1.519, 0.052], [1.351, -1.050, 0.165], [2.529, 0.970, 0.157], [-1.938, 0.505, -0.260]],
  "nbo_charge": [0.186, -0.741, 0.974, -0.501, -0.847, 1.813, 0.117],
  "s_squared": 6.00,
  "multiplicity": 5,
  "e_tot_ev": -35841.179,
  "total_charge": 1
}

***

Entry 4:
{
  "formula": "C2HEuO2",
  "method": "ωB97M-V/def2-TZVPD",
  "species": ["O", "O", "C", "C", "H", "Eu"],
  "positions_angstrom": [[1.204, 0.422, 0.129], [-1.926, 0.318, 0.048], [1.143, -0.764, 0.000], [-1.988, -0.818, -0.088], [1.926, -1.433, -0.415], [-0.359, 2.275, 0.327]],
  "nbo_charge": [-0.376, -0.708, 0.923, 0.764, 0.417, 1.980],
  "s_squared": 15.76,
  "multiplicity": 8,
  "e_tot_ev": -25474.942,
  "total_charge": 3
}